(1)
Computed, not measured: one molecule with the formula C3H9O2P, with ωB97M-V/def2-TZVPD.

Summary:
- HOMO-LUMO gap: 10.4 eV
- Calculated total energy: -611.4105 hartree
- ΔE to the lowest compared entry with this formula, charge and spin: 85.1 kcal per mole
- HOMO level: -9.60 eV
- SMILES string: CP1(C)(C)OO1

```
15
C3H9O2P (ωB97M-V/def2-TZVPD)
H -1.138 -1.845 0.180
C -0.898 1.314 0.359
H 1.033 -1.420 1.377
H -0.516 2.374 0.656
P 0.337 0.180 -0.273
H -1.714 -0.972 -1.387
H -1.570 0.733 1.085
C -0.842 -1.290 -0.720
H 1.256 0.247 1.696
H -0.377 -1.875 -1.445
H -1.471 1.687 -0.582
H 2.283 -0.632 0.524
O 0.914 0.429 -1.707
C 1.401 -0.503 1.017
O 1.301 1.573 -0.780
```

(2)
Computed, not measured: a 2-piece molecular cluster, C11H21NO3P2 overall, with ωB97M-V/def2-TZVPD.

Summary:
- HOMO-LUMO gap: 8.2 eV
- Calculated total energy: -1394.8506 hartree
- ΔE to the lowest compared entry with this formula, charge and spin: 45.1 kcal per mole
- HOMO level: -7.48 eV
- SMILES string: CCOCCOC[PH]#P(N)O.c1ccccc1

```
38
C11H21NO3P2 (ωB97M-V/def2-TZVPD)
H 4.731 -2.131 0.309
H 2.780 -3.554 2.209
N -3.861 -2.065 1.549
H -2.433 5.078 -4.108
C -1.432 3.698 -1.182
H -2.272 -1.185 -1.214
H 4.438 -3.835 0.520
H -4.155 -1.134 1.267
H -0.786 3.900 -0.336
C -2.991 2.259 -2.317
C -2.359 4.361 -3.301
H 2.291 0.060 -0.194
H 1.516 1.068 1.006
H 3.114 0.424 2.556
C -3.089 3.180 -3.352
C 0.192 -0.946 -0.381
O -1.588 -3.348 2.391
H -3.563 1.339 -2.355
P -2.108 -1.884 1.702
H 5.192 -2.968 1.844
H -2.080 1.795 -0.429
H -0.030 0.080 -0.721
H -0.969 5.545 -2.172
C -2.160 2.516 -1.234
C 4.441 -2.876 1.057
C -1.534 4.622 -2.214
C 1.882 0.044 0.828
O 2.854 -1.566 2.457
C 3.044 -0.353 1.788
O 0.754 -0.822 0.928
H -4.174 -2.132 2.513
C 3.014 -2.674 1.600
H 2.300 -2.683 0.766
H -3.734 2.979 -4.197
P -1.401 -1.938 -0.366
H -0.692 -3.137 2.639
H 0.888 -1.421 -1.081
H 3.983 -0.297 1.225
```

(3)
Computed, not measured: C25H17N3O3PbS3 as an isolated structure, with ωB97M-V/def2-TZVPD.

Summary:
- Net charge: +2
- HOMO-LUMO gap: 7.3 eV
- Calculated total energy: -2739.7756 hartree
- HOMO level: -14.30 eV

```
52
C25H17N3O3PbS3 (ωB97M-V/def2-TZVPD)
C -2.007 2.649 2.804
C -2.803 2.227 1.730
H 4.000 0.194 2.560
C -0.650 -2.203 -3.540
O -0.037 3.090 0.007
N 0.140 0.785 0.119
C -1.027 -1.056 -2.856
C -3.245 -3.707 2.476
C -4.021 -1.630 3.175
C 0.884 -2.679 -1.779
H 0.642 -3.930 -3.494
H -1.216 4.557 3.535
H -1.782 -0.379 -3.231
H 1.723 4.316 1.250
C -4.329 0.572 0.663
S -4.460 -0.890 -0.258
H 3.868 4.473 2.553
C -3.225 0.910 1.493
S -3.187 3.559 0.697
H -4.656 -0.924 3.691
C 3.532 1.133 2.289
N 0.542 -1.560 -1.135
H -1.108 -2.451 -4.488
C -0.402 -0.764 -1.662
C -4.175 -3.046 3.212
C 3.450 3.512 2.286
C -1.776 4.017 2.787
C 0.511 2.091 0.395
C -6.339 0.845 -0.473
C 0.321 -3.028 -2.993
H 5.025 2.359 3.203
C 1.769 2.193 1.236
H -2.330 5.673 1.433
H -4.947 -3.549 3.775
S -2.152 -2.625 1.709
C -0.753 0.507 -0.912
C -2.371 4.625 1.693
N 2.396 1.061 1.588
C 4.096 2.342 2.650
H -1.667 1.979 3.580
H -5.593 2.319 0.965
O -1.692 1.178 -1.252
H -6.423 -1.009 -1.656
C 2.263 3.437 1.571
H 1.636 -3.303 -1.312
C -5.922 -0.376 -0.940
C -5.429 1.390 0.438
H -3.125 -4.769 2.345
H -7.264 1.316 -0.768
C -2.975 -1.285 2.394
Pb 1.051 -0.926 1.176
O -2.489 -0.008 2.134
```

(4)
Computed, not measured: a 2-piece molecular cluster, C3H5FS overall, with ωB97M-V/def2-TZVPD.

Summary:
- HOMO-LUMO gap (alpha / beta): 7.5 / 7.5 eV
- Calculated total energy: -615.2194 hartree
- ΔE to the lowest compared entry with this formula, charge and spin: 73.8 kcal per mole
- HOMO level (alpha / beta): -9.87 / -9.87 eV

```
10
C3H5FS (ωB97M-V/def2-TZVPD)
F -1.063 0.007 -1.763
C -0.112 0.438 0.079
S 2.414 -0.056 -0.356
C 1.092 0.827 -0.576
H -0.961 1.226 0.293
H 0.321 -1.478 0.519
H 0.928 1.825 -0.955
H -1.440 -1.205 0.295
C -0.464 -0.895 0.677
H -0.716 -0.690 1.788
```

(5)
Computed, not measured: one molecule with the formula C3H4N2, with ωB97M-V/def2-TZVPD.

Summary:
- HOMO-LUMO gap: 10.1 eV
- Calculated total energy: -226.1950 hartree
- ΔE to the lowest compared entry with this formula, charge and spin: 19.0 kcal per mole
- HOMO level: -9.09 eV
- SMILES string: c1c[nH]cn1

```
9
C3H4N2 (ωB97M-V/def2-TZVPD)
C -0.708 0.430 0.840
N 0.450 -0.935 -0.447
C -0.408 -0.887 0.659
H -1.552 0.997 1.198
H -0.402 -1.750 1.302
H 1.094 0.576 -1.806
H 1.284 -1.475 -0.306
N -0.030 1.211 -0.112
C 0.561 0.355 -0.902
```

(6)
Computed, not measured: a 2-piece molecular cluster, C4H7N2 overall, with ωB97M-V/def2-TZVPD.

Summary:
- Net charge: +1
- HOMO-LUMO gap: 12.5 eV
- Calculated total energy: -265.7866 hartree
- ΔE to the lowest compared entry with this formula, charge and spin: 76.5 kcal per mole
- HOMO level: -15.92 eV

```
13
C4H7N2 (ωB97M-V/def2-TZVPD)
C 0.604 -0.437 0.582
H -0.081 -0.406 -1.295
N 0.397 0.260 1.473
N -1.287 -0.129 -2.356
C 0.771 -0.886 -0.711
C 0.398 1.101 2.557
H -0.559 1.437 2.881
H 0.969 1.926 2.179
C -2.020 -0.564 -3.112
H 0.981 0.582 3.366
H 1.000 -1.912 -0.818
H 1.602 -0.257 -0.999
H -2.775 -0.715 -3.747
```

| no. | strongest force on any atom (eV Å⁻¹) |
| --- | --- |
| 1 | 3.31 |
| 2 | 2.26 |
| 3 | 0.29 |
| 4 | 6.26 |
| 5 | 1.72 |
| 6 | 3.51 |